Model w:
Formula: C9H11NO3
Source: the Open Molecules 2025 dataset
Level of theory: ωB97M-V/def2-TZVPD

molar mass: 181.2 g/mol
total charge: 0
E_LUMO: 0.07 eV
HOMO level: -9.24 eV
frontier orbital gap: 0.342 Ha

Cartesian coordinates (Å):
C 4.0038 -1.0075 -0.4863
C 2.6321 -0.6484 0.0332
O 2.2765 0.6928 -0.0701
C 0.9623 1.0329 -0.1365
C 0.1513 1.5934 0.7124
O -0.5524 2.2840 1.2914
C 0.3492 0.6481 -1.4380
N 0.4194 0.3618 -2.5686
H 4.1220 -0.8912 -1.5832
H 4.8313 -0.6086 0.0097
H 4.0801 -2.0423 -0.3015
H 2.5827 -0.9708 1.0617
H 1.7380 -1.1146 -0.6109
C -1.1778 -0.7793 2.6863
C -1.3081 -0.8040 1.5018
O -1.7054 -0.6374 0.2815
C -3.0427 -0.2571 -0.1787
C -3.1615 1.0553 -0.8054
H -0.6393 -0.8331 3.5197
H -3.2149 -1.0702 -0.9342
H -3.5810 -0.2392 0.7262
H -2.6356 1.2128 -1.6905
H -4.1851 1.1610 -0.9208
H -2.9449 1.8617 -0.0993

Model x:
Formula: C9H11NO3
Source: the Open Molecules 2025 dataset
Level of theory: ωB97M-V/def2-TZVPD

molar mass: 181.2 g/mol
total charge: 0
E_LUMO: 0.50 eV
HOMO level: -8.96 eV
frontier orbital gap: 0.348 Ha

Cartesian coordinates (Å):
N 2.1244 -1.5457 0.2312
C 1.9150 -0.1681 -0.1195
C 0.9879 0.7459 0.7130
C -0.4351 0.5537 0.3468
C -0.8749 -0.7531 0.0419
C -2.2257 -0.9491 -0.4074
C -3.1306 0.1032 -0.3986
O -4.4482 -0.2039 -0.7147
C -2.6979 1.3315 -0.0327
C -1.4021 1.6016 0.2972
C 3.2582 0.5251 -0.4956
O 3.2975 1.6381 -0.9741
O 4.3537 -0.2170 -0.3625
H 1.5630 -2.1460 -0.3518
H 1.8431 -1.6714 1.2368
H 1.3673 -0.2327 -1.0843
H 1.2498 1.8673 0.5575
H 1.2356 0.4620 1.7372
H -0.0561 -1.4908 0.0746
H -2.4961 -1.9781 -0.6039
H -4.7373 -1.0517 -0.3297
H -3.5365 2.1254 0.0954
H -1.1713 2.6171 0.6207
H 4.0162 -1.1634 -0.0773

Relative energies, in kcal/mol, with the most stable structure set to zero: model w 145.7; model x 0.0.

Model w:
Formula: C18H28F6KNO7S2
Source: the Open Molecules 2025 dataset
Level of theory: ωB97M-V/def2-TZVPD

molar mass: 587.6 g/mol
total charge: 0
E_LUMO: 0.13 eV
HOMO level: -8.87 eV
frontier orbital gap: 0.331 Ha

Cartesian coordinates (Å):
K -0.1669 0.5123 -0.1779
C 1.1177 3.4819 -0.8654
O 1.3543 2.4542 0.0852
C 0.9733 2.8324 1.3918
C 1.4657 1.7639 2.3525
O 0.8637 0.4989 2.1353
C -0.1729 0.1042 3.0199
C -1.5628 0.1629 2.4049
O -1.6014 -0.7537 1.3276
C -2.9241 -1.0732 0.9169
H 1.7719 4.3393 -0.6726
H 0.0788 3.8163 -0.8461
H 1.3255 3.0721 -1.8507
H -0.1182 2.9370 1.4525
H 1.4366 3.7906 1.6593
H 1.3085 2.0986 3.3823
H 2.5364 1.6292 2.1818
H -0.1589 0.7038 3.9351
H 0.0283 -0.9391 3.2761
H -1.8100 1.1763 2.0620
H -2.2899 -0.1297 3.1725
H -3.4463 -1.6250 1.7061
H -2.8434 -1.6948 0.0264
H -3.4994 -0.1821 0.6779
C 2.6310 -4.2214 2.0778
C 2.2474 -2.7369 1.9947
C 3.3843 -1.8718 2.5324
C 1.8406 -2.3987 0.5742
C 0.6186 -2.8622 0.0894
C 0.2467 -2.6771 -1.2320
C 1.0930 -2.0253 -2.1278
C 0.7477 -1.8968 -3.5856
C 2.2861 -1.5131 -1.6314
C 2.6543 -1.6921 -0.3026
H 2.8959 -4.4931 3.1016
H 3.4900 -4.4204 1.4338
H 1.8097 -4.8605 1.7534
H 1.3722 -2.5815 2.6347
H 4.3163 -2.0880 2.0068
H 3.5452 -2.0822 3.5905
H 3.1521 -0.8112 2.4215
H -0.0432 -3.4037 0.7572
H -0.6965 -3.0777 -1.5870
H 0.1836 -0.9835 -3.7582
H 0.1353 -2.7348 -3.9179
H 1.6486 -1.8571 -4.1973
H 2.9595 -0.9902 -2.3020
H 3.6052 -1.2959 0.0304
F -2.2598 4.5691 -1.6455
C -3.2913 4.0518 -0.9818
F -4.4037 4.2550 -1.6818
F -3.3935 4.6743 0.1960
S -3.0570 2.2367 -0.6576
O -1.6905 2.1358 -0.1781
O -4.0962 1.9444 0.2761
N -3.2380 1.5341 -2.0439
S -1.8484 1.1728 -2.7173
O -1.0164 2.2922 -3.0353
O -1.2029 0.0533 -2.0765
C -2.4676 0.5362 -4.3415
F -1.4305 0.3500 -5.1564
F -3.0971 -0.6261 -4.1764
F -3.2971 1.4189 -4.8901

Model x:
Formula: C18H28F6KNO7S2
Source: the Open Molecules 2025 dataset
Level of theory: ωB97M-V/def2-TZVPD

molar mass: 587.6 g/mol
total charge: 0
E_LUMO: 0.07 eV
HOMO level: -9.13 eV
frontier orbital gap: 0.338 Ha

Cartesian coordinates (Å):
K 0.3301 -0.1236 -0.0659
C 3.2136 -2.4449 0.6515
O 1.8987 -2.1208 1.0517
C 0.9843 -3.2067 0.9848
C 0.6732 -3.6324 -0.4339
O 0.2287 -2.4813 -1.1204
C -0.0768 -2.7146 -2.4810
C -0.5499 -1.4189 -3.0879
O 0.4836 -0.4535 -2.9786
C 0.1747 0.7238 -3.7083
H 3.5845 -3.3216 1.1935
H 3.8401 -1.5877 0.8928
H 3.2812 -2.6367 -0.4238
H 0.0680 -2.8353 1.4448
H 1.3607 -4.0596 1.5611
H -0.1140 -4.3954 -0.4105
H 1.5486 -4.0551 -0.9430
H -0.8724 -3.4636 -2.5690
H 0.8172 -3.0770 -3.0034
H -1.4523 -1.0699 -2.5696
H -0.8050 -1.5876 -4.1412
H 0.0794 0.4994 -4.7760
H 0.9989 1.4203 -3.5659
H -0.7508 1.1785 -3.3488
C 1.4122 4.0954 -0.6883
C 2.3806 3.1515 0.0144
C 2.9984 2.1886 -1.0060
C 1.7477 2.3676 1.1538
C 0.3994 2.4676 1.4806
C -0.1593 1.6780 2.4824
C 0.6056 0.7568 3.1846
C -0.0092 -0.1293 4.2311
C 1.9651 0.6816 2.8836
C 2.5255 1.4755 1.8970
H 1.9294 4.6384 -1.4803
H 0.9871 4.8303 -0.0037
H 0.5834 3.5474 -1.1454
H 3.1889 3.7548 0.4422
H 2.2158 1.5611 -1.4432
H 3.7373 1.5288 -0.5516
H 3.4825 2.7293 -1.8204
H -0.2514 3.1402 0.9390
H -1.2218 1.7569 2.6830
H 0.4533 -1.1172 4.2262
H -1.0764 -0.2556 4.0535
H 0.1213 0.2918 5.2302
H 2.5897 -0.0233 3.4206
H 3.5885 1.3927 1.6988
F -4.2370 -0.1311 2.4576
C -4.2296 -1.3056 1.8384
F -4.0599 -2.2627 2.7541
F -5.4035 -1.4867 1.2386
S -2.8619 -1.4184 0.6115
O -1.6896 -1.0023 1.3496
O -2.9304 -2.7674 0.1433
N -3.2423 -0.4274 -0.5507
S -2.8936 1.1216 -0.5443
O -3.3428 1.8682 0.5895
O -1.5580 1.4057 -1.0291
C -3.9791 1.5911 -1.9588
F -3.8343 2.8997 -2.1810
F -5.2524 1.3379 -1.6898
F -3.6234 0.9332 -3.0638

Relative energies, in kcal/mol, with the most stable structure set to zero: model w 33.4; model x 0.0.

Model w:
Formula: C7H16N
Source: the Open Molecules 2025 dataset
Level of theory: ωB97M-V/def2-TZVPD

molar mass: 114.2 g/mol
total charge: +1
E_LUMO: -3.82 eV
HOMO level: -13.23 eV
frontier orbital gap: 0.346 Ha

Cartesian coordinates (Å):
C 3.7149 0.0775 -0.8530
C 2.8584 -0.4249 0.2526
C -3.1502 -0.5883 -0.4193
C -1.0353 -1.6933 0.4021
C -1.5700 2.0028 -0.1114
C 2.0413 0.3278 0.9710
C -1.7554 -0.4530 0.0274
N -1.1091 0.6593 0.1139
H 3.5827 -0.5269 -1.7489
H 3.4942 1.1174 -1.0810
H 2.9474 -1.4818 0.4748
H -3.6446 0.3467 -0.6638
H -3.1710 -1.2380 -1.2961
H -3.7302 -1.1050 0.3473
H 0.0139 -1.6580 0.1125
H -1.5026 -2.5761 -0.0235
H -1.0630 -1.8008 1.4888
H -2.5445 2.0248 -0.5910
H -1.6362 2.5296 0.8430
H -0.8525 2.5294 -0.7381
H 1.9778 1.3962 0.8175
H 1.5018 -0.0678 1.8186
H 4.7557 0.0026 -0.5515
H -0.1235 0.5996 0.4082

Model x:
Formula: C7H16N
Source: the Open Molecules 2025 dataset
Level of theory: ωB97M-V/def2-TZVPD

molar mass: 114.2 g/mol
total charge: +1
E_LUMO: -4.85 eV
HOMO level: -12.70 eV
frontier orbital gap: 0.288 Ha

Cartesian coordinates (Å):
C 0.0327 -1.3449 -1.9249
C -1.0026 -1.2975 -0.8184
C -0.6507 -1.1049 0.4556
C -2.4211 -1.5079 -1.2244
H -0.2205 -2.1330 -2.6372
H 1.0198 -1.5720 -1.5409
H 0.0513 -0.3953 -2.4704
H -1.4355 -1.0285 1.2031
H 0.3375 -1.3881 0.7933
H -3.2009 -1.1978 -0.5182
H -2.6706 -2.5404 -1.4804
H -2.6534 -0.8921 -2.1076
C 2.1378 0.3764 1.7381
C 1.5491 1.1156 0.5136
C -0.5699 2.3824 0.5720
N 0.6021 2.1235 0.9978
H 2.7346 1.0853 2.3038
H 1.3129 -0.0172 2.3314
H 2.6815 -0.4979 1.3893
H 2.3508 1.6828 0.0303
H 1.0972 0.4512 -0.2070
H -1.1293 3.0850 1.1776
H -0.9054 1.9426 -0.3554
H 0.9526 2.6728 1.7788

Relative energies, in kcal/mol, with the most stable structure set to zero: model w 0.0; model x 26.1.